[1]
A structure of composition C24H40NPdSi2 in a non-equilibrium geometry, computed with ωB97M-V/def2-TZVPD.

Summary:
**Relative energy (zero: lowest compared OMol25 entry of this formula, charge and spin)**: 175.07 kJ/mol
**Expectation value of S²**: 2.011
**2S+1**: 3
**Charge**: +1
**Kohn-Sham gap (spin up / spin down)**: 0.314 / 0.184 Eh
**E_LUMO (spin up / spin down)**: -0.08869 / -0.21773 Eh
**E_HOMO (spin up / spin down)**: -11.0 / -10.9 eV

Cartesian coordinates (Å):
Pd -6.885 -11.243 -7.176
C -6.881 -15.259 -3.355
C -7.537 -14.503 -4.430
C -8.123 -15.199 -5.537
C -7.738 -16.668 -5.642
C -8.977 -14.484 -6.404
C -9.533 -15.295 -7.542
C -9.073 -13.053 -6.335
C -9.514 -12.374 -7.611
C -8.701 -12.393 -5.167
C -9.119 -10.968 -4.847
C -7.855 -13.111 -4.270
C -7.511 -12.361 -3.006
H -6.629 -16.293 -3.609
H -7.500 -15.269 -2.474
H -5.943 -14.859 -3.057
H -8.054 -17.150 -6.584
H -8.206 -17.245 -4.789
H -6.658 -16.827 -5.535
H -9.916 -16.231 -7.129
H -8.772 -15.520 -8.303
H -10.320 -14.844 -8.112
H -8.837 -12.573 -8.437
H -9.564 -11.331 -7.436
H -10.539 -12.716 -7.824
H -9.797 -10.544 -5.579
H -8.285 -10.246 -4.843
H -9.566 -10.933 -3.813
H -6.805 -12.923 -2.361
H -8.433 -12.234 -2.392
H -7.122 -11.317 -3.181
C -5.663 -9.299 -5.819
Si -5.559 -9.091 -7.691
C -3.912 -8.199 -8.158
C -7.008 -8.089 -8.397
C -5.628 -10.732 -8.669
C -6.239 -10.680 -9.996
C -5.755 -9.830 -11.078
C -6.448 -9.760 -12.290
C -7.528 -10.646 -12.437
C -7.939 -11.435 -11.376
N -7.294 -11.478 -10.170
Si -4.292 -12.123 -8.408
C -5.131 -13.665 -9.116
C -3.712 -12.522 -6.622
C -2.711 -11.833 -9.385
H -4.952 -8.545 -5.498
H -5.267 -10.242 -5.460
H -6.652 -9.045 -5.478
H -3.248 -8.933 -8.701
H -3.248 -7.844 -7.341
H -4.090 -7.390 -8.819
H -7.012 -7.138 -7.836
H -7.964 -8.579 -8.279
H -6.924 -7.778 -9.438
H -4.903 -9.168 -10.908
H -6.188 -9.129 -13.143
H -8.151 -10.548 -13.305
H -8.811 -12.081 -11.398
H -4.608 -14.558 -8.830
H -5.261 -13.728 -10.174
H -6.091 -13.680 -8.578
H -4.648 -12.613 -6.018
H -3.089 -11.769 -6.189
H -3.162 -13.415 -6.613
H -1.935 -11.431 -8.759
H -2.836 -11.181 -10.259
H -2.430 -12.839 -9.737

***

[2]
A cluster of 2 separate species, C3H7N3O2S in total in a non-equilibrium geometry, computed with ωB97M-V/def2-TZVPD.

Summary:
**Relative energy (zero: lowest compared OMol25 entry of this formula, charge and spin)**: 517.92 kJ/mol
**2S+1**: 1
**Kohn-Sham gap (spin up / spin down)**: 0.258 / 0.258 Eh
**E_LUMO (spin up / spin down)**: -0.05258 / -0.05261 Eh
**E_HOMO (spin up / spin down)**: -8.4 / -8.4 eV

Cartesian coordinates (Å):
C -0.449 -2.407 0.516
C -3.055 0.739 -1.598
C 1.918 0.431 0.620
N -1.463 -1.712 0.319
N -2.670 -0.164 -0.773
N -1.597 -0.619 -0.326
O 0.172 -0.207 -1.140
O 1.915 -1.872 -0.758
S 1.709 -0.402 -1.040
H 0.584 -2.265 0.113
H -0.592 -3.181 1.344
H -4.069 0.853 -1.443
H -2.292 1.319 -2.075
H 1.595 -0.342 1.358
H 2.952 0.803 0.583
H 1.093 1.105 0.642

***

[3]
A structure of composition C9H16N3 in a non-equilibrium geometry, computed with ωB97M-V/def2-TZVPD.

Summary:
**Relative energy (zero: lowest compared OMol25 entry of this formula, charge and spin)**: 805.71 kJ/mol
**2S+1**: 1
**Charge**: +1
**Kohn-Sham gap**: 0.322 Eh
**E_LUMO**: -0.17203 Eh
**E_HOMO**: -13.4 eV

Cartesian coordinates (Å):
C -3.304 -0.679 1.429
C 2.348 -1.442 0.256
C -2.498 -0.755 0.336
C 1.434 -1.058 1.087
C 0.332 1.439 -2.644
C 1.144 0.454 -1.830
C -0.896 1.006 -1.829
C -0.090 -0.270 -1.389
C 1.161 0.749 2.543
N -1.163 -0.660 0.682
N 1.197 -0.712 2.388
N -0.141 -0.683 -0.004
H -4.299 -0.961 1.375
H -3.037 -0.241 2.292
H 2.218 -1.310 -0.781
H 3.234 -2.042 0.643
H -2.693 -1.069 -0.591
H 0.502 2.528 -2.399
H 0.184 1.131 -3.631
H 2.003 0.142 -2.423
H 1.630 0.824 -0.880
H -0.901 1.485 -0.909
H -1.776 0.878 -2.441
H -0.481 -0.969 -2.114
H 2.138 1.244 2.348
H 0.233 1.259 2.124
H 1.159 0.898 3.557
H 0.364 -1.189 2.806

***

[4]
A structure of composition C7H11N in a non-equilibrium geometry, computed with ωB97M-V/def2-TZVPD.

Summary:
**Relative energy (zero: lowest compared OMol25 entry of this formula, charge and spin)**: 521.10 kJ/mol
**2S+1**: 1
**Kohn-Sham gap**: 0.342 Eh
**E_LUMO**: 0.04054 Eh
**E_HOMO**: -8.2 eV

Cartesian coordinates (Å):
C 0.127 1.407 -0.292
C -1.236 0.660 -0.013
C -1.045 -0.317 1.150
C -1.317 -0.667 -0.848
C 0.782 -0.773 -0.249
C 2.208 -0.584 0.019
C 1.166 0.542 0.276
H 0.199 2.341 0.286
H 0.234 1.614 -1.404
H -2.164 1.324 -0.005
H -2.031 -0.758 1.503
H -0.528 0.007 2.036
H -2.327 -1.102 -0.958
H -0.943 -0.682 -1.890
H 0.724 -0.799 -1.364
H 2.593 -0.901 0.968
H 2.980 -0.583 -0.746
H 1.102 0.695 1.326
N -0.527 -1.425 0.205

***

[5]
A structure of composition C9H13N2PtS8Sb in a non-equilibrium geometry, computed with ωB97M-V/def2-TZVPD.

Summary:
**Relative energy (zero: lowest compared OMol25 entry of this formula, charge and spin)**: 0.00 kJ/mol
**Expectation value of S²**: 0.768
**2S+1**: 2
**Charge**: -1
**Kohn-Sham gap (spin up / spin down)**: 0.151 / 0.150 Eh
**E_LUMO (spin up / spin down)**: 0.02672 / 0.02674 Eh
**E_HOMO (spin up / spin down)**: -3.4 / -3.4 eV

Cartesian coordinates (Å):
Pt 0.590 0.122 2.530
S 4.027 -2.066 4.823
Sb 3.373 0.118 4.442
S 0.929 0.137 4.877
S 3.005 0.156 2.003
S -6.641 0.031 1.819
C -5.001 0.052 1.914
S -4.062 1.514 1.952
C -2.467 0.765 1.994
C -2.451 -0.595 2.015
S -1.083 -1.636 1.977
S -4.026 -1.383 1.990
S -1.118 1.833 1.906
C 1.438 1.263 -2.269
C 1.344 1.242 -0.722
N 0.637 0.057 -0.301
C 1.361 -1.127 -0.700
C 1.451 -1.176 -2.246
N 0.775 0.036 -2.777
C -0.655 0.034 -2.382
C -0.703 0.041 -0.838
H 2.472 1.265 -2.617
H 0.926 2.128 -2.694
H 0.809 2.113 -0.343
H 2.329 1.226 -0.251
H 0.840 -1.999 -0.304
H 2.347 -1.089 -0.233
H 0.948 -2.053 -2.655
H 2.484 -1.173 -2.595
H 0.834 0.026 -3.796
H -1.133 -0.854 -2.800
H -1.136 0.917 -2.807
H -1.213 -0.844 -0.452
H -1.229 0.921 -0.461

***

Which of these has the highest 2S+1? C24H40NPdSi2

***

What is the formula in the fourth record? C7H11N

***

Please write out number 4 again, unchanged.
A structure of composition C7H11N in a non-equilibrium geometry, computed with ωB97M-V/def2-TZVPD.

Summary:
**Relative energy (zero: lowest compared OMol25 entry of this formula, charge and spin)**: 521.10 kJ/mol
**2S+1**: 1
**Kohn-Sham gap**: 0.342 Eh
**E_LUMO**: 0.04054 Eh
**E_HOMO**: -8.2 eV

Cartesian coordinates (Å):
C 0.127 1.407 -0.292
C -1.236 0.660 -0.013
C -1.045 -0.317 1.150
C -1.317 -0.667 -0.848
C 0.782 -0.773 -0.249
C 2.208 -0.584 0.019
C 1.166 0.542 0.276
H 0.199 2.341 0.286
H 0.234 1.614 -1.404
H -2.164 1.324 -0.005
H -2.031 -0.758 1.503
H -0.528 0.007 2.036
H -2.327 -1.102 -0.958
H -0.943 -0.682 -1.890
H 0.724 -0.799 -1.364
H 2.593 -0.901 0.968
H 2.980 -0.583 -0.746
H 1.102 0.695 1.326
N -0.527 -1.425 0.205

***

What did the fourth record say?
A structure of composition C7H11N in a non-equilibrium geometry, computed with ωB97M-V/def2-TZVPD.

Summary:
**Relative energy (zero: lowest compared OMol25 entry of this formula, charge and spin)**: 521.10 kJ/mol
**2S+1**: 1
**Kohn-Sham gap**: 0.342 Eh
**E_LUMO**: 0.04054 Eh
**E_HOMO**: -8.2 eV

Cartesian coordinates (Å):
C 0.127 1.407 -0.292
C -1.236 0.660 -0.013
C -1.045 -0.317 1.150
C -1.317 -0.667 -0.848
C 0.782 -0.773 -0.249
C 2.208 -0.584 0.019
C 1.166 0.542 0.276
H 0.199 2.341 0.286
H 0.234 1.614 -1.404
H -2.164 1.324 -0.005
H -2.031 -0.758 1.503
H -0.528 0.007 2.036
H -2.327 -1.102 -0.958
H -0.943 -0.682 -1.890
H 0.724 -0.799 -1.364
H 2.593 -0.901 0.968
H 2.980 -0.583 -0.746
H 1.102 0.695 1.326
N -0.527 -1.425 0.205